Entry from the Open Molecules 2025 dataset: a structure of composition C32H43LaN7O2SSb at a distorted geometry (the ωB97M-V functional and the def2-TZVPD basis).

XYZ file:
```
87
Properties=species:S:1:pos:R:3:forces:R:3
La 8.336 9.972 10.661 -1.4 -0.4 0.5
C 8.502 13.051 15.744 0.5 -1.5 -0.4
C 8.587 11.860 16.727 -1.3 0.4 0.8
C 9.943 11.820 17.422 0.6 -0.1 0.6
C 7.428 12.078 17.801 1.1 0.6 0.1
C 8.298 10.505 16.064 0.8 -0.9 -0.9
C 8.400 9.300 16.796 -0.5 1.6 0.6
C 8.138 8.077 16.206 0.7 -0.3 1.7
C 7.848 8.024 14.878 -0.3 -0.5 -1.8
S 7.526 6.611 13.869 -0.1 -0.3 0.8
C 7.106 7.606 12.542 0.2 1.0 0.8
N 7.290 8.882 12.808 0.2 1.3 -1.4
C 7.730 9.175 14.080 -0.2 -1.5 1.4
C 8.015 10.383 14.702 -0.7 0.2 0.7
C 6.655 7.143 11.238 -1.3 -1.6 0.0
C 6.100 5.839 11.146 1.1 0.3 0.0
C 5.804 5.312 9.896 -0.7 -2.5 2.2
C 5.981 6.099 8.841 0.2 0.5 -4.2
C 6.476 7.410 8.900 -0.9 -1.1 1.1
C 6.730 8.005 10.136 1.2 0.4 -0.3
H 8.689 13.985 16.237 -0.4 0.5 0.5
H 7.513 12.982 15.281 0.2 0.7 -0.1
H 9.304 12.997 14.979 -0.5 -0.2 0.1
H 10.273 12.764 17.902 -0.8 -0.4 0.0
H 10.754 11.625 16.737 0.1 -0.2 -0.6
H 10.003 10.990 18.144 -0.1 0.5 0.0
H 7.574 13.082 18.269 0.0 -0.8 -0.2
H 7.418 11.306 18.597 0.1 0.4 -0.5
H 6.455 12.107 17.317 -0.1 -0.2 -0.1
H 8.550 9.511 17.871 0.1 -1.1 -0.6
H 8.190 7.169 16.799 -0.1 0.1 0.0
H 7.787 11.268 14.207 0.0 1.4 -1.2
H 6.033 5.209 12.016 -0.1 -0.1 0.3
H 5.495 4.231 9.711 0.2 1.7 0.7
H 5.739 5.584 7.864 0.4 1.1 0.8
H 6.630 7.911 7.978 -0.1 0.7 -0.8
N 10.365 9.102 12.552 0.2 -0.2 -0.7
C 11.337 10.173 12.744 -1.5 1.8 -0.7
C 11.704 10.429 14.196 0.3 1.7 0.5
C 12.374 11.865 14.513 1.1 -2.9 -4.4
C 13.886 11.745 14.614 0.7 -0.7 -0.1
N 14.601 10.941 13.523 0.1 0.8 -0.1
C 14.964 11.497 12.294 -0.1 -0.9 2.3
N 14.254 12.506 11.801 0.7 -0.1 -0.7
N 16.037 11.037 11.693 1.8 -0.9 -2.0
C 10.747 11.458 12.031 -1.2 0.7 1.4
O 11.488 12.369 11.675 0.4 -0.4 -0.5
O 9.442 11.555 11.937 1.6 -0.3 0.3
H 9.716 9.076 13.330 0.1 -0.1 0.2
H 10.847 8.215 12.512 -0.1 -0.2 0.1
H 12.195 9.993 12.168 1.4 -0.7 -0.8
H 12.334 9.611 14.549 0.2 0.1 0.0
H 10.772 10.341 14.722 -0.5 0.1 0.6
H 12.028 12.334 15.325 -1.3 1.2 3.6
H 12.113 12.586 13.731 0.1 -0.3 -0.1
H 14.138 11.149 15.524 -0.1 0.7 -0.5
H 14.366 12.727 14.642 -0.1 -0.1 0.3
H 15.268 10.309 14.012 -0.5 0.6 -1.3
H 13.266 12.426 11.873 -1.7 0.1 0.7
H 14.446 12.866 10.872 0.6 -0.2 0.2
H 16.661 10.324 12.077 -0.7 0.5 0.3
H 16.231 11.146 10.670 -0.8 0.3 1.4
N 14.467 10.324 8.889 -0.5 -0.1 0.3
C 13.435 9.827 8.772 1.2 0.6 -0.1
C 12.190 9.209 8.512 -1.3 0.2 0.2
C 12.101 8.081 7.742 0.3 -1.6 -1.0
C 10.836 7.492 7.451 0.7 -0.2 0.9
C 9.684 8.019 8.013 1.7 1.6 -0.1
N 9.816 9.169 8.797 -0.7 -1.5 -1.2
C 10.990 9.735 9.019 0.3 -1.3 -0.9
H 13.064 7.634 7.379 -1.2 0.3 0.2
H 10.793 6.528 6.946 0.0 0.4 -0.3
H 8.706 7.614 7.734 0.3 0.3 0.7
H 11.007 10.616 9.606 0.1 0.9 0.6
C 5.068 13.589 9.053 0.0 -1.9 -0.9
Sb 6.969 13.038 9.917 0.1 0.2 -1.9
C 8.321 14.175 8.607 -0.4 -1.9 0.4
C 6.950 14.232 11.594 0.3 -0.3 0.8
H 4.686 12.654 8.528 0.4 1.3 0.4
H 5.018 14.445 8.376 0.4 -0.1 0.2
H 4.417 13.735 9.889 -0.5 0.3 0.5
H 8.564 13.538 7.737 -0.4 0.7 0.2
H 9.221 14.391 9.128 0.9 0.0 0.6
H 7.829 15.095 8.435 -0.5 0.8 -0.8
H 7.040 15.281 11.374 -0.1 0.4 -0.1
H 7.818 13.890 12.172 -0.4 0.3 0.2
H 6.006 14.002 12.091 0.2 0.2 0.3
```
Positions in Å, forces in eV/Å.

Results
HOMO-LUMO gap: 6.980 eV
Max |F|: 5.35 eV/A
Spin multiplicity: 1
E_LUMO: -5.874 eV
Total charge: +2
HOMO level: -12.85 eV
ΔE to the lowest compared entry with this formula, charge and spin: 94.19 kJ/mol

---

Entry from the Open Molecules 2025 dataset: a structure of composition C32H44BKN4O2P2S3 (the ωB97M-V functional and the def2-TZVPD basis).

XYZ file:
```
89
Properties=species:S:1:pos:R:3:forces:R:3
K -0.227 0.040 0.110 0.8 0.0 -0.5
C -4.651 0.826 -2.214 0.0 0.0 0.0
C -3.637 0.415 -1.165 0.0 0.1 0.0
N -2.377 0.514 -1.393 -0.3 0.1 0.1
N -2.005 1.176 -2.558 0.0 -0.2 0.0
C -1.130 0.582 -3.292 0.0 -0.1 -0.1
S -0.429 -0.977 -3.165 0.1 0.1 0.2
S -0.651 1.604 -4.726 0.0 -0.1 0.0
C -2.238 1.548 -5.614 -0.1 0.1 0.0
C -2.592 0.181 -6.124 0.0 -0.1 0.0
C -3.348 -0.688 -5.343 0.0 0.0 0.0
C -3.647 -1.966 -5.793 0.0 0.0 0.0
C -3.196 -2.393 -7.033 0.0 0.0 0.0
C -2.436 -1.535 -7.818 0.0 0.0 0.0
C -2.135 -0.261 -7.363 0.0 0.0 0.0
C -4.173 -0.027 0.146 0.0 0.0 0.1
C -5.517 -0.407 0.215 0.0 0.0 0.0
C -6.180 -0.682 1.401 0.0 0.0 -0.1
C -5.476 -0.533 2.596 0.0 0.0 0.1
C -4.146 -0.185 2.582 0.0 -0.1 0.0
C -3.400 -0.003 1.371 0.0 0.0 -0.1
O -2.143 0.163 1.416 -0.8 0.0 0.5
H -5.038 -0.052 -2.740 0.0 0.0 0.0
H -4.172 1.476 -2.943 0.0 0.0 0.0
H -5.497 1.341 -1.761 0.0 0.0 0.0
H -2.145 2.250 -6.446 0.1 0.0 0.0
H -3.010 1.922 -4.942 0.0 0.0 0.0
H -3.673 -0.366 -4.360 0.1 0.0 -0.1
H -4.212 -2.637 -5.157 0.0 0.0 0.0
H -3.420 -3.395 -7.380 0.0 0.0 0.0
H -2.069 -1.865 -8.784 0.0 0.0 0.0
H -1.521 0.400 -7.967 0.0 0.0 0.0
H -6.076 -0.504 -0.707 0.0 0.0 0.0
H -7.217 -0.993 1.394 0.0 0.0 0.0
H -5.978 -0.697 3.547 0.0 0.0 0.0
H -3.584 -0.080 3.505 0.0 0.0 0.0
C 2.411 -2.756 -1.683 0.0 -0.1 0.0
P 2.684 -1.078 -0.971 0.0 -0.3 -0.1
C 3.367 -0.284 -2.468 0.1 0.1 0.0
C 4.231 -1.463 -0.033 0.0 0.1 0.0
C 3.995 -2.411 1.151 0.0 0.0 0.0
P 2.345 -2.209 1.964 0.0 0.0 0.0
C 2.617 -3.321 3.413 0.1 0.0 0.0
C 2.613 -0.584 2.765 0.0 0.0 0.1
H 3.323 -3.131 -2.160 0.0 0.0 0.0
H 1.617 -2.691 -2.429 0.0 0.0 0.0
H 2.100 -3.460 -0.910 0.0 0.0 0.0
H 4.131 -0.912 -2.936 0.0 0.0 0.0
H 3.793 0.683 -2.200 0.0 0.0 0.0
H 2.540 -0.138 -3.167 0.0 0.0 0.0
H 4.624 -0.509 0.323 0.0 0.0 0.0
H 4.963 -1.899 -0.722 0.1 0.0 0.0
H 4.765 -2.261 1.918 0.0 -0.1 0.0
H 4.063 -3.452 0.821 0.0 0.0 0.0
H 3.548 -3.089 3.941 0.0 0.0 0.0
H 2.648 -4.362 3.086 0.0 0.0 0.0
H 1.783 -3.216 4.110 0.0 0.0 0.0
H 3.505 -0.602 3.399 0.0 0.0 0.0
H 1.744 -0.317 3.369 0.0 0.0 0.0
H 2.736 0.188 2.003 0.0 0.0 0.0
N 0.572 2.009 2.030 0.0 0.0 0.1
C 0.934 2.870 2.698 -0.1 -0.1 -0.2
C 1.392 3.957 3.512 0.1 0.1 0.1
C 2.565 4.620 3.155 0.0 0.0 0.0
C 3.017 5.662 3.949 0.0 0.0 0.0
C 2.311 6.036 5.082 0.0 0.0 0.0
C 1.142 5.370 5.434 0.0 0.0 0.0
C 0.677 4.327 4.652 0.0 0.0 0.0
H 3.118 4.328 2.272 0.0 0.0 0.0
H 3.930 6.172 3.668 0.0 0.0 0.0
H 2.670 6.853 5.698 0.0 0.0 0.0
H 0.593 5.663 6.320 0.0 0.0 0.0
H -0.231 3.797 4.908 0.0 0.0 0.0
B 5.065 4.276 0.626 0.0 -0.1 0.0
C 4.254 2.916 0.418 0.0 0.0 0.0
N 3.667 1.929 0.280 0.1 0.0 0.1
H 5.551 4.258 1.748 0.0 0.0 0.0
H 5.937 4.343 -0.218 0.0 0.0 0.0
H 4.291 5.211 0.516 0.0 0.0 0.0
C -2.014 -3.095 1.966 0.1 -0.1 0.0
S -1.960 -3.036 0.170 0.0 0.0 0.0
C -0.619 -4.227 -0.026 0.0 0.1 0.0
O -3.180 -3.741 -0.308 -0.1 -0.1 0.0
H -2.137 -4.134 2.282 0.0 0.0 0.0
H -2.864 -2.490 2.276 0.0 0.0 0.0
H -1.095 -2.660 2.364 0.0 0.0 0.0
H 0.273 -3.859 0.486 0.0 0.0 0.0
H -0.425 -4.308 -1.094 0.0 0.0 0.0
H -0.951 -5.185 0.378 0.0 0.0 0.0
```
Positions in Å, forces in eV/Å.

Results
HOMO-LUMO gap: 5.729 eV
Max |F|: 0.96 eV/A
Spin multiplicity: 1
E_LUMO: 3.806 eV
Total charge: -2
HOMO level: -1.92 eV
ΔE to the lowest compared entry with this formula, charge and spin: 18.59 kJ/mol

---

Entry from the Open Molecules 2025 dataset: a cluster of 9 separate species, C32H44BN8 in total at a distorted geometry (the ωB97M-V functional and the def2-TZVPD basis).

XYZ file:
```
85
Properties=species:S:1:pos:R:3:forces:R:3
B 0.471 0.352 0.914 1.0 3.4 0.2
H 1.465 0.660 0.303 -0.1 -0.6 0.5
H 0.467 1.178 1.836 -0.5 0.1 -0.2
H -0.476 0.271 0.275 -1.5 0.1 -1.1
H 0.711 -0.575 1.406 0.8 -4.0 1.9
N 0.493 -4.936 -2.816 0.5 -0.1 2.1
C -0.354 -3.990 -3.462 4.7 4.1 5.6
C -0.082 -2.601 -2.736 -1.7 -5.4 -0.9
C 0.667 -3.009 -1.480 -0.9 -3.2 -6.7
C 1.098 -4.404 -1.631 -1.9 3.7 -0.4
H 0.678 -5.996 -2.893 -1.1 2.6 -0.7
H -0.965 -4.138 -4.251 -1.5 -0.9 -2.5
H -0.704 -1.649 -3.097 1.7 -2.2 1.3
H 0.640 -2.215 -0.863 1.2 1.9 3.2
H 1.695 -4.923 -0.856 -0.6 -0.1 -1.1
N -1.607 -4.446 -0.166 0.0 2.1 1.1
C -2.321 -5.577 0.114 -2.3 0.9 4.4
C -3.023 -5.406 1.506 7.2 5.3 -5.3
C -2.369 -4.078 1.974 -2.1 -0.1 0.1
C -1.672 -3.472 0.908 -1.2 -4.4 0.0
H -1.078 -4.077 -1.014 -1.2 -1.5 1.2
H -2.324 -6.502 -0.460 0.0 0.6 -0.2
H -3.633 -6.033 2.001 -1.7 -2.1 1.5
H -2.582 -3.506 3.014 0.5 -1.6 -2.7
H -1.146 -2.561 0.789 0.3 0.7 0.1
N -1.471 4.040 -2.493 -1.6 5.9 1.6
C -2.073 5.315 -2.604 2.7 -1.3 7.6
C -1.957 5.904 -1.234 1.0 -4.2 -1.4
C -1.322 4.883 -0.321 0.0 -0.9 -5.7
C -0.969 3.763 -1.347 -0.5 2.8 6.7
H -1.475 3.512 -3.258 0.1 -2.2 -3.0
H -2.446 5.631 -3.480 -1.3 1.1 -2.8
H -2.304 6.863 -0.953 -0.3 0.7 0.2
H -1.074 4.881 0.754 -0.2 0.2 -1.0
H -0.511 2.837 -1.054 0.0 -0.2 -0.3
N 3.528 -1.609 0.576 -4.1 2.5 -0.7
C 4.136 -1.611 -0.639 3.6 -3.5 1.5
C 5.266 -2.588 -0.491 -2.1 1.2 0.2
C 5.248 -3.073 0.926 -9.1 7.3 -4.5
C 3.917 -2.463 1.550 4.3 -1.3 -0.2
H 2.625 -0.971 0.607 2.1 -1.7 0.6
H 3.825 -1.023 -1.498 -0.1 -0.1 0.5
H 5.863 -2.915 -1.463 -1.0 0.7 2.7
H 5.897 -3.684 1.219 4.9 -5.1 3.1
H 3.459 -2.464 2.665 1.3 0.1 -3.2
N 2.051 1.562 -1.511 -0.4 1.2 -1.1
C 2.047 0.533 -2.449 9.3 15.4 -3.2
C 2.796 0.988 -3.639 -1.4 3.4 5.6
C 3.196 2.452 -3.340 -1.5 -1.8 3.2
C 2.656 2.710 -1.944 1.6 0.0 -3.5
H 1.495 1.580 -0.628 0.5 -0.6 -0.9
H 1.616 -0.218 -2.398 -7.2 -12.6 1.6
H 3.024 0.247 -4.325 0.6 -0.6 -1.8
H 3.869 3.210 -3.821 -0.9 -1.3 0.2
H 2.737 3.712 -1.339 -0.4 -2.5 -1.2
N 1.620 0.711 4.684 1.2 2.1 2.9
C 0.598 1.440 5.199 -1.6 0.5 5.1
C 0.963 1.794 6.693 8.4 -4.3 -11.6
C 2.565 1.540 6.681 -5.9 -2.2 -3.4
C 2.804 0.754 5.439 -3.2 3.0 3.5
H 1.620 0.374 3.783 -0.1 -0.8 -2.5
H -0.491 1.576 4.717 3.0 -0.7 1.0
H 0.349 2.141 7.320 -4.4 3.0 4.9
H 3.021 1.677 7.623 1.3 -0.1 0.3
H 3.641 0.244 5.087 1.2 -0.5 -0.4
N -2.813 0.485 2.535 -3.8 -0.2 1.0
C -2.851 1.648 3.265 -4.0 -0.7 1.6
C -4.249 1.630 3.907 0.9 -2.1 -2.6
C -5.107 0.426 3.441 7.4 2.1 -2.2
C -4.027 -0.232 2.485 -2.4 -0.9 2.6
H -2.070 0.157 1.994 1.7 -0.2 -0.9
H -1.994 2.393 3.257 -1.5 -1.2 0.1
H -4.703 2.384 4.540 0.5 0.1 -0.1
H -6.193 0.325 3.606 1.1 -0.4 -0.2
H -4.050 -1.407 2.119 0.3 3.6 0.7
N -0.541 1.864 -3.767 3.5 2.4 -3.2
C -1.447 1.214 -3.078 -3.9 -0.8 0.8
C -2.791 1.579 -3.500 2.7 0.3 -2.3
C -2.536 2.538 -4.641 4.9 -2.5 2.4
C -1.024 2.722 -4.767 -6.0 -3.5 1.9
H 0.515 1.908 -3.775 -1.4 -1.0 1.1
H -1.255 0.518 -2.253 0.4 0.5 -0.4
H -3.725 1.010 -3.188 1.4 1.3 -0.5
H -3.169 2.885 -5.363 -1.8 1.1 -1.3
H -0.399 3.291 -5.400 0.4 0.4 -0.4
```
Positions in Å, forces in eV/Å.

Results
HOMO-LUMO gap: 7.443 eV
Max |F|: 18.25 eV/A
Spin multiplicity: 1
E_LUMO: 2.258 eV
Total charge: -1
HOMO level: -5.18 eV
ΔE to the lowest compared entry with this formula, charge and spin: 1906.34 kJ/mol